Record 1
12
Properties=species:S:1:pos:R:3 method="wB97M-V/def2-TZVPD" energy_ev=-31904.1708 homo_energy_ev="-2.76 / -2.80" de_lowest_ev=0.000 charge=-1
C 1.199 -0.568 0.005
C 0.196 0.017 0.759
C 0.154 0.420 -1.984
N 1.210 -0.143 -1.412
N -0.681 0.855 0.174
O 0.167 -0.312 2.067
O -0.101 0.957 -3.033
S -2.747 -0.108 2.155
S -2.199 1.181 0.746
H 1.922 -1.317 0.215
H 1.773 -0.608 -2.059
H -0.892 -0.374 2.367



Record 2
19
Properties=species:S:1:pos:R:3 method="wB97M-V/def2-TZVPD" energy_ev=-8910.3083 homo_energy_ev=-1.52 de_lowest_ev=6.755 charge=-1
C -1.040 -3.354 1.561
N 0.366 -3.332 1.514
C 0.063 0.827 -0.653
C 0.701 2.151 -0.770
C -0.039 3.190 -1.686
O -1.246 3.400 -1.183
C 0.678 -0.133 0.303
H -1.620 -4.265 1.085
H -1.564 -2.529 1.019
H -1.365 -3.332 2.613
H 0.812 -3.265 0.611
H -0.557 0.608 -1.537
H -0.229 1.873 -0.025
H 1.664 2.467 -0.326
H 0.618 4.105 -1.573
H 0.120 2.778 -2.755
H 1.691 -0.370 0.144
H 0.301 -1.146 0.401
H 0.645 0.327 1.256



Record 3
43
Properties=species:S:1:pos:R:3 method="wB97M-V/def2-TZVPD" energy_ev=-42611.0853 homo_energy_ev=-7.68
C 3.288 -1.230 1.393
C 2.388 -0.909 0.416
C 1.144 -0.137 0.794
C -0.159 -1.002 0.588
C 0.179 -2.494 0.523
C -1.029 -3.406 0.565
O -1.219 -4.177 1.436
Cl -2.157 -3.343 -0.788
O -0.895 -0.691 -0.578
C -1.093 0.689 -0.752
O -2.000 0.964 -1.740
C -3.228 0.239 -1.677
C -3.959 0.337 -0.346
C -4.029 1.762 0.221
O -5.253 -0.202 -0.581
C 0.230 1.313 -1.084
N 1.032 1.292 0.157
C 2.375 1.899 -0.079
H 3.854 -0.449 1.916
H 3.511 -2.241 1.725
H 2.577 -1.178 -0.625
H 1.229 0.061 1.864
H -0.809 -0.861 1.462
H 0.739 -2.711 -0.386
H 0.752 -2.744 1.412
H -1.413 1.089 0.235
H -3.868 0.648 -2.459
H -3.066 -0.811 -1.918
H -3.435 -0.293 0.382
H -3.772 1.775 1.281
H -5.058 2.113 0.150
H -3.385 2.467 -0.302
H -5.550 -0.663 0.208
H 0.116 2.328 -1.462
H 0.751 0.736 -1.847
H 0.566 1.908 0.822
H 3.013 1.794 0.793
H 2.829 1.476 -0.960
H 2.196 2.961 -0.265
N 5.667 0.419 -0.123
O 4.817 0.636 -1.027
O 5.544 1.004 0.982
O 6.582 -0.370 -0.329



Record 4
22
Properties=species:S:1:pos:R:3 method="wB97M-V/def2-TZVPD" energy_ev=-87225.0767 homo_energy_ev=-13.19 de_lowest_ev=0.277 charge=+1
C 2.084 2.078 -1.010
C -0.692 -1.543 -0.463
C 0.440 -1.934 -0.228
C -2.045 -1.160 -0.601
C 2.466 1.258 -0.066
C -2.428 0.104 -0.445
C -3.808 0.647 -0.432
N -1.371 1.120 -0.041
N 1.683 -2.432 -0.017
O -0.282 0.730 0.310
O -1.722 2.253 -0.153
F -2.847 -2.174 -0.939
Br 3.752 -0.088 -0.334
H 2.211 1.760 -2.088
H 1.245 2.722 -0.797
H 1.977 1.164 0.927
H -4.214 0.718 0.583
H -4.550 -0.042 -0.938
H -3.908 1.684 -0.669
H 2.103 -3.105 -0.698
H 1.755 -2.692 0.999
H 2.262 -1.670 -0.414



Record 5
108
Properties=species:S:1:pos:R:3 method="wB97M-V/def2-TZVPD" energy_ev=-62104.6086 smiles="COC[C@H](C)N.COC[C@H](C)N.COC[C@H](C)N.COC[C@H](C)N.NC(N)=O.NC(N)=O.NC(N)=O.NC(N)=O.NC(N)=O" homo_energy_ev=-8.30 de_lowest_ev=2.878
C -16.784 20.322 -12.690
O -16.575 20.168 -14.083
C -16.814 21.525 -14.591
C -16.579 21.577 -16.080
C -17.060 22.895 -16.709
N -17.325 20.527 -16.773
H -17.791 20.546 -12.328
H -16.098 21.099 -12.345
H -16.605 19.542 -11.943
H -17.795 22.000 -14.507
H -16.143 22.216 -14.077
H -15.517 21.361 -16.217
H -16.840 22.984 -17.771
H -16.484 23.680 -16.209
H -18.110 23.092 -16.495
H -16.844 19.677 -16.501
H -18.280 20.354 -16.491
C -22.104 16.862 -17.745
O -20.991 17.654 -18.119
C -20.424 18.539 -17.135
C -20.298 17.963 -15.706
C -19.892 18.858 -14.562
N -19.420 16.802 -15.650
H -22.862 17.431 -17.207
H -21.815 15.929 -17.255
H -22.417 16.470 -18.714
H -19.564 19.107 -17.489
H -21.137 19.368 -17.040
H -21.217 17.499 -15.335
H -20.773 19.493 -14.454
H -19.041 19.490 -14.829
H -19.539 18.404 -13.638
H -18.592 17.086 -15.140
H -19.034 16.578 -16.561
C -12.551 16.041 -14.172
O -12.796 17.448 -14.065
C -14.160 17.861 -13.844
C -15.157 17.206 -14.842
C -14.941 17.595 -16.318
N -16.548 17.525 -14.471
H -13.329 15.489 -13.642
H -11.607 15.680 -13.766
H -12.591 15.864 -15.248
H -14.450 17.458 -12.868
H -14.273 18.940 -13.751
H -15.029 16.124 -14.854
H -15.011 18.680 -16.414
H -15.562 17.005 -16.989
H -13.884 17.431 -16.541
H -16.775 17.071 -13.594
H -16.632 18.537 -14.353
C -13.671 29.233 -18.658
O -14.162 27.938 -18.342
C -15.348 28.007 -17.562
C -15.808 26.590 -17.164
C -17.236 26.592 -16.573
N -14.916 26.012 -16.168
H -12.903 29.239 -19.433
H -13.260 29.804 -17.825
H -14.386 29.873 -19.184
H -15.221 28.631 -16.674
H -16.077 28.491 -18.218
H -15.890 26.009 -18.083
H -17.338 27.282 -15.733
H -17.538 25.590 -16.272
H -17.993 26.942 -17.277
H -14.014 26.036 -16.630
H -14.876 26.581 -15.333
N -17.851 19.638 -8.473
C -18.757 20.267 -9.248
N -19.972 19.739 -9.225
O -18.416 21.294 -9.800
H -18.151 18.764 -8.069
H -16.908 19.671 -8.827
H -20.701 20.201 -9.747
H -20.167 18.917 -8.679
N -16.820 24.425 -11.401
C -17.296 25.129 -12.445
N -16.567 24.983 -13.536
O -18.265 25.878 -12.400
H -15.950 23.925 -11.488
H -17.410 24.433 -10.586
H -16.804 25.501 -14.365
H -15.709 24.446 -13.466
N -15.834 24.404 -20.208
C -16.541 23.488 -20.836
N -16.367 22.229 -20.333
O -17.337 23.689 -21.747
H -15.370 24.132 -19.360
H -15.892 25.296 -20.673
H -16.895 21.523 -20.819
H -15.781 21.930 -19.573
N -19.711 22.770 -12.245
C -20.790 22.380 -12.820
N -21.386 23.242 -13.655
O -21.323 21.270 -12.677
H -19.351 22.198 -11.494
H -19.561 23.768 -12.233
H -22.181 22.949 -14.195
H -20.804 24.014 -13.944
N -13.490 23.013 -15.190
C -13.460 23.004 -13.857
N -12.427 22.395 -13.315
O -14.128 23.796 -13.180
H -12.714 22.489 -15.557
H -14.225 23.538 -15.639
H -12.451 22.361 -12.309
H -11.603 22.042 -13.771



Record 6
8
Properties=species:S:1:pos:R:3 method="wB97M-V/def2-TZVPD" energy_ev=-13219.1906 smiles="FC(F)(F)N1C=N1" homo_energy_ev=-9.86 de_lowest_ev=3.021
F 1.848 -0.145 1.006
C 1.113 0.049 -0.023
F 1.660 -0.498 -1.055
F 0.947 1.349 -0.203
N -0.390 -0.808 0.100
C -1.544 -0.062 -0.107
N -1.317 -0.100 1.114
H -2.317 0.216 -0.832



Record 7
21
Properties=species:S:1:pos:R:3 method="wB97M-V/def2-TZVPD" energy_ev=-12007.3728 homo_energy_ev=-9.30 de_lowest_ev=5.028
C -0.990 -0.398 -1.080
C -2.103 -1.156 -0.657
C -3.115 -0.657 0.085
C -3.171 0.677 0.439
C -2.071 1.398 0.057
C -0.919 0.863 -0.604
C 2.400 0.246 -0.068
C 3.924 -0.401 0.061
H -0.383 -1.064 -1.802
H -1.925 -2.327 -0.743
H -3.695 -1.477 0.500
H -4.112 1.026 0.952
H -2.111 2.440 0.395
H -0.074 1.414 -0.647
H 0.484 0.367 0.781
H 1.671 -0.045 1.908
H 4.001 -1.266 -0.597
H 4.037 -0.933 1.185
H 4.531 0.514 0.082
N 1.469 -0.440 0.657
O 2.151 1.219 -0.904



Record 8
31
Properties=species:S:1:pos:R:3 method="wB97M-V/def2-TZVPD" energy_ev=-39593.2450 smiles=Clc1ccc(CSCCc2ccncc2)cc1 homo_energy_ev=-8.80
Cl 5.070 -5.297 0.485
C 3.966 -3.982 0.283
C 3.686 -3.512 -0.990
C 2.805 -2.458 -1.143
C 2.205 -1.865 -0.039
C 1.237 -0.743 -0.211
S -0.475 -1.424 -0.318
C -1.429 0.042 0.195
C -1.411 1.161 -0.844
C -2.268 2.296 -0.368
C -1.738 3.319 0.411
C -2.581 4.322 0.861
N -3.874 4.362 0.591
C -4.381 3.390 -0.148
C -3.629 2.339 -0.648
C 2.493 -2.358 1.229
C 3.372 -3.411 1.397
H 4.151 -3.968 -1.849
H 2.580 -2.092 -2.134
H 1.249 -0.073 0.649
H 1.432 -0.188 -1.128
H -2.445 -0.325 0.343
H -1.036 0.386 1.154
H -0.386 1.507 -0.992
H -1.788 0.770 -1.791
H -0.687 3.336 0.658
H -2.205 5.136 1.467
H -5.442 3.460 -0.348
H -4.090 1.570 -1.248
H 2.024 -1.914 2.095
H 3.595 -3.788 2.382



Record 9
162
Properties=species:S:1:pos:R:3 method="wB97M-V/def2-TZVPD" energy_ev=-511509.4305 homo_energy_ev=-5.29 de_lowest_ev=0.000 charge=-2
C -11.500 19.500 11.535
C -12.626 19.022 12.449
N -13.809 20.037 12.592
C -14.258 20.355 11.155
C -14.983 19.375 13.378
C -16.203 20.365 13.705
C -13.283 21.416 13.195
C -13.148 21.606 14.707
O -12.871 20.430 15.375
C -13.093 20.440 16.798
H -11.826 19.758 10.527
H -10.730 18.747 11.372
H -10.920 20.326 11.947
H -12.257 18.875 13.464
H -12.878 18.079 11.964
H -15.179 20.932 11.240
H -14.445 19.390 10.684
H -13.500 20.983 10.687
H -14.539 19.010 14.304
H -15.383 18.510 12.849
H -16.671 20.786 12.815
H -15.852 21.253 14.229
H -17.020 19.866 14.227
H -14.014 22.105 12.771
H -12.402 21.736 12.638
H -13.923 22.270 15.087
H -12.204 22.119 14.896
H -14.128 20.466 17.139
H -12.666 21.294 17.323
H -12.628 19.572 17.266
C -23.830 19.419 15.759
C -23.639 20.184 14.478
N -24.800 19.946 13.482
C -26.125 20.568 14.061
C -24.446 20.671 12.140
C -24.413 22.241 12.204
C -25.069 18.465 13.044
C -23.857 17.869 12.216
O -23.839 18.253 10.815
C -22.820 17.568 10.114
H -24.725 19.660 16.331
H -22.916 19.537 16.341
H -24.024 18.370 15.535
H -22.724 19.809 14.020
H -23.569 21.258 14.649
H -26.466 19.954 14.895
H -26.892 20.568 13.287
H -26.013 21.594 14.413
H -25.149 20.519 11.321
H -23.433 20.466 11.793
H -23.633 22.684 12.822
H -25.325 22.724 12.552
H -24.190 22.584 11.193
H -25.936 18.592 12.397
H -25.470 17.873 13.867
H -23.841 16.780 12.245
H -22.942 18.016 12.790
H -22.694 17.926 9.092
H -22.985 16.492 10.162
H -21.835 17.699 10.563
C -16.845 23.120 8.997
C -18.008 22.300 8.358
N -19.419 23.053 8.343
C -19.409 24.253 7.374
C -20.469 21.982 7.831
C -21.942 22.382 8.042
C -19.794 23.654 9.746
C -19.746 22.592 10.895
O -20.557 21.410 10.693
C -20.334 20.449 11.774
H -15.897 22.737 8.618
H -16.853 23.037 10.084
H -16.854 24.203 8.874
H -18.263 21.411 8.935
H -17.665 22.126 7.338
H -18.587 24.914 7.647
H -20.342 24.809 7.474
H -19.213 23.892 6.365
H -20.274 20.992 8.245
H -20.346 21.788 6.766
H -22.322 22.516 9.054
H -22.663 21.657 7.664
H -22.174 23.267 7.449
H -20.756 24.161 9.675
H -19.059 24.424 9.976
H -20.115 23.200 11.722
H -18.680 22.405 11.021
H -20.784 19.500 11.482
H -20.698 20.849 12.720
H -19.282 20.230 11.962
C -18.723 18.175 9.951
C -17.276 17.843 9.544
N -17.060 16.315 9.197
C -15.523 16.193 8.974
C -17.466 15.452 10.404
C -16.751 14.085 10.686
C -17.830 16.025 7.836
C -17.616 14.649 7.262
O -16.276 14.461 6.879
C -15.978 13.208 6.390
H -18.959 19.229 10.099
H -18.914 17.629 10.874
H -19.390 17.741 9.207
H -16.511 18.207 10.230
H -17.124 18.354 8.593
H -14.992 16.534 9.863
H -15.180 16.765 8.111
H -15.174 15.184 8.754
H -18.523 15.238 10.250
H -17.296 16.070 11.286
H -16.885 13.668 11.684
H -15.662 14.118 10.695
H -17.075 13.284 10.021
H -17.594 16.800 7.107
H -18.914 16.050 7.945
H -18.258 14.524 6.390
H -17.955 13.897 7.974
H -14.912 13.035 6.240
H -16.306 12.862 5.410
H -16.276 12.506 7.169
As -14.581 19.972 7.224
F -13.909 18.660 8.229
F -13.331 21.072 8.058
F -15.097 21.437 6.348
F -15.656 18.871 6.376
F -15.809 20.318 8.434
F -13.351 19.701 6.015
As -13.058 14.034 3.231
F -12.142 15.440 2.768
F -14.474 14.623 2.280
F -13.990 12.616 3.691
F -11.633 13.351 4.179
F -13.618 14.886 4.680
F -12.464 13.033 1.789
As -21.392 18.091 6.012
F -23.091 18.153 5.418
F -21.902 19.241 7.307
F -19.651 18.194 6.560
F -20.816 16.835 4.780
F -20.933 19.449 4.928
F -21.715 16.746 7.213
As -19.515 17.393 14.797
F -20.133 16.790 13.193
F -21.165 17.848 15.321
F -18.824 18.020 16.374
F -17.819 17.157 14.211
F -19.483 19.045 14.096
F -19.599 15.779 15.583
As -13.480 15.189 13.096
F -14.935 14.476 13.869
F -13.267 16.433 14.391
F -11.891 15.705 12.377
F -13.629 14.021 11.781
F -14.413 16.343 12.036
F -12.560 13.989 14.115
As -21.651 13.174 10.278
F -21.185 13.477 12.029
F -23.177 14.214 10.383
F -22.062 12.572 8.729
F -20.119 12.263 10.163
F -22.451 11.734 10.920
F -20.772 14.563 9.631



Record 10
7
Properties=species:S:1:pos:R:3 method="wB97M-V/def2-TZVPD" energy_ev=-32175.8803 homo_energy_ev="-8.30 / -9.88" de_lowest_ev=3.353
F -1.140 -0.241 -1.546
P 0.647 1.409 0.180
P -0.837 -0.251 0.034
S -2.502 -0.555 1.017
H 1.163 1.255 -1.204
H 1.791 0.639 0.852
H 0.878 -2.256 0.668



Number 1: M 163.20 g mol⁻¹. Number 2: M 102.16 g mol⁻¹. Number 3: M 340.76 g mol⁻¹. Number 4: M 252.06 g mol⁻¹. Number 5: M 656.83 g mol⁻¹. Number 6: M 110.04 g mol⁻¹. Number 7: M 137.18 g mol⁻¹. Number 8: M 263.79 g mol⁻¹. Number 9: M 1718.48 g mol⁻¹. Number 10: M 116.04 g mol⁻¹.